Entry 1:
Below is a cluster of 2 separate species, C5H11O3 in total, with properties calculated with ωB97M-V/def2-TZVPD.

Each line ends with the Löwdin charge.
Geometry (Å):
O 0.68803 -2.27605 2.21271  0.00
C 0.53029 -2.09725 1.01096  -0.28
C -0.74689 -1.75218 0.38437  -0.18
C -0.73273 -0.68321 -0.78011  -0.22
C -0.85994 0.74848 -0.25612  -0.19
C -0.11747 1.86023 -1.24771  -0.49
O 1.01455 2.34488 -0.72586  -0.34
H 1.47913 -2.29790 0.51687  0.12
H -1.39549 -1.33126 1.18251  0.12
H -1.18501 -2.64779 -0.07651  0.11
H -1.52514 -0.94463 -1.48555  0.09
H 0.21696 -0.87387 -1.31892  0.10
H -1.92094 0.97364 -0.21823  0.08
H -0.35753 1.00925 0.66376  0.07
H 0.09850 1.31170 -2.21485  0.08
H -0.97948 2.58522 -1.35738  0.07
H 1.41121 1.00770 1.65219  -0.03
H 2.15052 1.57963 0.52820  0.02
O 2.23144 1.48340 1.52967  -0.14

Calculated values
- ΔE to the lowest compared entry with this formula, charge and spin: 3.1655 eV
- Total charge: -1
- Frontier orbital gap: 6.614 eV
- LUMO: 3.589 eV

Entry 2:
Below is a cluster of 2 separate species, C5H11O4P in total, with properties calculated with ωB97M-V/def2-TZVPD.

Each line ends with the Löwdin charge.
Geometry (Å):
C -1.20457 -0.62253 0.23815  -0.21
C -3.43658 -0.28910 -0.84142  -0.08
C 2.20194 -1.95120 0.47360  -0.16
C 1.57811 2.36547 1.14490  -0.09
C -1.95762 0.05159 -0.79868  -0.25
O -1.27175 -1.22609 1.22302  0.18
O 1.85302 -0.01192 -1.81876  -0.31
O 2.11751 -0.53615 0.65326  -0.35
O 1.66284 1.78903 -0.15987  -0.29
P 1.29862 0.30550 -0.52145  0.53
H -3.59182 -1.32243 -1.28402  0.10
H -3.89341 0.20951 -1.72383  0.09
H -3.87300 -0.44555 0.13831  0.08
H 1.91538 -2.36504 1.47733  0.09
H 3.27584 -2.09574 0.46673  0.06
H 1.75731 -2.32434 -0.62912  0.14
H 0.71855 1.76035 1.45768  0.07
H 1.43684 3.40765 1.13273  0.07
H 2.45984 2.24284 1.72540  0.08
H -1.44845 -0.03726 -1.72740  0.10
H -1.59860 1.09540 -0.62656  0.14

Calculated values
- ΔE to the lowest compared entry with this formula, charge and spin: 4.3021 eV
- Frontier orbital gap (alpha / beta): 8.021 / 8.026 eV
- LUMO (alpha / beta): 0.057 / 0.061 eV

Entry 3:
Below is an isolated molecule of C5H11P, with properties calculated with ωB97M-V/def2-TZVPD.

Each line ends with the Löwdin charge.
Geometry (Å):
C 0.00702 -0.74504 1.26471  -0.37
C -0.21169 -1.04535 -0.22042  -0.24
C -0.90345 0.20511 1.76653  -0.10
C 0.02917 0.21323 -1.11013  -0.71
C 1.45950 0.70347 -1.22871  -0.17
P -0.99923 1.68042 -0.64832  0.91
H 0.00036 -1.66469 1.76377  0.09
H 1.06990 -0.24230 1.37180  0.14
H 0.36789 -1.89894 -0.62695  0.12
H -1.24139 -1.28123 -0.44502  0.09
H -1.91868 -0.20308 1.81825  0.05
H -0.48589 0.84301 2.68863  0.10
H -0.40174 0.02947 -2.07814  0.07
H 1.78874 0.96271 -2.22067  0.06
H 2.05652 -0.10205 -0.74247  0.08
H 1.52960 1.60183 -0.55620  0.05
H -2.14664 0.94344 -0.79666  -0.17

Calculated values
- ΔE to the lowest compared entry with this formula, charge and spin: 2.6233 eV
- Frontier orbital gap (alpha / beta): 8.018 / 8.034 eV
- LUMO (alpha / beta): 0.023 / -0.237 eV

Entry 4:
Below is a cluster of 2 separate species, C5H11P in total, with properties calculated with ωB97M-V/def2-TZVPD.

Each line ends with the Löwdin charge.
Geometry (Å):
C 0.29673 1.11324 -2.91459  -0.52
C 1.62658 -0.92262 1.14047  -0.10
C -1.87495 0.28568 1.15232  -0.14
C 0.29659 -0.93028 0.33988  -0.33
C -0.50512 0.32454 0.49002  -0.26
P -1.11177 0.87920 -2.12657  0.81
H 0.37225 1.55953 -3.82930  -0.08
H 1.25185 1.26309 -2.40414  -0.01
H 2.29035 -1.76482 0.82143  0.08
H 1.35581 -0.86171 2.11749  0.02
H 2.21699 0.03524 0.84372  0.10
H -2.63999 0.58053 0.37325  0.05
H -2.05526 -0.71033 1.52895  0.06
H -1.94394 1.08191 1.91147  0.07
H -0.20771 -1.87801 0.54825  0.10
H 0.55301 -1.24527 -0.66528  0.07
H 0.07857 1.19008 0.67263  0.06

Calculated values
- ΔE to the lowest compared entry with this formula, charge and spin: 3.3303 eV
- Frontier orbital gap (alpha / beta): 7.875 / 7.631 eV
- LUMO (alpha / beta): 0.342 / 0.041 eV

Entry 5:
Below is an isolated molecule of C5H11PS2, with properties calculated with ωB97M-V/def2-TZVPD.

Each line ends with the Löwdin charge.
Geometry (Å):
C -0.26738 -0.29089 1.50078  -0.49
C 1.95559 -0.12271 0.56738  -0.09
C -0.07992 0.34066 -0.88016  -0.09
C 0.46979 -1.92648 -0.05312  -0.10
C 0.50560 -0.43469 0.27541  -0.80
P -3.88638 1.15933 0.59768  0.24
S -1.74047 0.21733 1.77204  0.64
S -3.48685 3.08779 1.22015  0.24
H 2.15684 0.96617 0.58053  0.08
H 2.60564 -0.73555 -0.16469  0.10
H 2.26530 -0.49359 1.67367  0.13
H -0.24974 1.47211 -0.62277  0.12
H -1.06117 -0.00114 -1.05910  0.04
H 0.58785 0.28915 -1.80792  0.11
H 1.09135 -2.52581 0.78399  0.12
H -0.62244 -2.39735 -0.05804  0.12
H 1.03703 -2.25247 -0.98449  0.10
H -4.54715 0.88870 1.77328  -0.21
H -3.07327 3.37460 0.03878  -0.26

Calculated values
- ΔE to the lowest compared entry with this formula, charge and spin: 5.4416 eV
- Frontier orbital gap (alpha / beta): 6.750 / 6.918 eV
- LUMO (alpha / beta): -0.400 / -0.433 eV

Entry 6:
Below is a cluster of 2 separate species, C5H12 in total, with properties calculated with ωB97M-V/def2-TZVPD.

Each line ends with the Löwdin charge.
Geometry (Å):
C -2.54835 -0.86289 3.28988  -0.22
C -2.03735 -1.84418 2.23605  -0.17
H -3.23479 -0.05913 2.95518  0.07
H -3.07880 -1.30070 4.12865  0.05
H -1.76762 -0.38983 3.82136  0.04
H -1.38484 -2.55129 2.81812  0.08
H -1.33736 -1.22681 1.55321  0.09
H -2.95594 -2.18363 1.75174  0.06
C 2.53433 0.25142 -2.86314  -0.14
C 2.30001 1.70341 -2.64357  -0.31
C 1.28272 2.12012 -1.98794  -0.06
H 3.17366 0.02255 -3.82556  0.10
H 1.51007 -0.33876 -2.79323  0.10
H 3.01783 -0.27561 -2.02334  0.06
H 3.02303 2.36472 -2.97165  0.07
H 1.10512 3.19721 -1.58909  0.09
H 0.39828 1.37339 -1.85669  0.09

Calculated values
- ΔE to the lowest compared entry with this formula, charge and spin: 2.3725 eV
- Frontier orbital gap: 10.686 eV
- LUMO: 1.001 eV

Entry 7:
Below is a structure of composition C5H12AuO3, with properties calculated with ωB97M-V/def2-TZVPD.

Each line ends with the Mulliken spin population.
Geometry (Å):
C 1.73876 -2.74819 -0.45976  0.02
C 1.93870 -1.27965 -0.58048  -0.01
O 2.52136 -0.62791 0.43365  0.12
Au 4.03693 0.21550 0.51003  1.84
H 1.98224 -3.10357 0.54856  0.00
H 2.37812 -3.24815 -1.20173  0.00
H 0.69166 -2.98956 -0.68095  0.00
H 2.20863 -0.84786 -1.55593  0.00
O 0.28012 -0.47591 -0.03693  0.02
H 1.22535 -0.06307 0.79856  0.00
C -3.19456 1.47302 1.10036  0.04
O -2.22662 0.73430 0.39919  0.71
C -1.11023 1.49898 0.02570  0.07
C -0.15385 0.65308 -0.77944  0.00
H -4.02128 0.79556 1.34431  0.00
H -2.77933 1.88709 2.03551  0.06
H -3.58136 2.30799 0.49035  0.06
H -0.59852 1.89915 0.92131  0.03
H -1.41918 2.36269 -0.59240  0.02
H 0.73440 1.25832 -1.02539  0.00
H -0.65134 0.29818 -1.69454  0.00

Calculated values
- Multiplicity: 4
- ΔE to the lowest compared entry with this formula, charge and spin: 1.6572 eV
- Total charge: +2
- Frontier orbital gap (alpha / beta): 7.213 / 5.748 eV
- ⟨S²⟩: 3.76
- LUMO (alpha / beta): -7.668 / -12.780 eV

Entry 8:
Below is a cluster of 2 separate species, C5H12BClO3 in total, with properties calculated with ωB97M-V/def2-TZVPD.

Each line ends with the Löwdin charge.
Geometry (Å):
B 3.71797 -0.04510 -0.17514  -1.06
C -2.43882 -0.05527 1.23460  -0.04
C -1.53872 0.15791 -1.19176  -0.05
C -0.06645 0.39962 0.99382  -0.23
C -1.37352 0.63158 0.29263  -0.37
C 1.09903 0.84027 0.21142  -0.48
O 3.28184 0.40964 -1.37378  0.15
O 4.87559 -0.62691 0.13303  0.20
O 2.86413 0.04278 0.84281  0.08
Cl 1.52047 2.47848 0.22084  0.78
H -3.36788 0.39422 1.10130  0.06
H -2.43519 -1.07220 0.97723  0.07
H -2.11993 0.12693 2.23879  0.07
H -1.08706 0.78967 -1.95326  0.07
H -1.06059 -0.82181 -1.43715  0.09
H -2.51236 -0.07204 -1.49457  0.05
H -0.02001 -0.64547 1.00571  0.12
H 0.00419 0.78199 1.89710  0.08
H -1.57890 1.67637 0.43101  0.12
H 1.18499 0.48603 -0.79864  0.07
H 3.70924 0.13124 -2.17559  0.10
H 5.34499 -1.08701 -0.59236  0.12

Calculated values
- Frontier orbital gap (alpha / beta): 10.180 / 10.179 eV
- LUMO (alpha / beta): 0.369 / 0.369 eV

Entry 9:
Below is the ion C5H12BFI with charge -1, with properties calculated with ωB97M-V/def2-TZVPD.

Each line ends with the Löwdin charge.
Geometry (Å):
C 3.07812 0.25826 0.73224  -0.21
C 1.97469 -0.49344 -0.23966  -0.75
I 2.93234 -1.47041 -2.00252  0.55
C 0.71540 0.46068 -0.69480  -0.30
B -0.65994 -0.29445 -0.12867  -0.63
C -2.05155 0.51008 -0.47514  -0.21
C -3.21020 -0.11862 0.55085  -0.20
F -3.32508 0.76455 1.73779  -0.18
H 3.79831 0.98808 0.14191  0.07
H 2.60520 0.77678 1.67865  0.08
H 3.76741 -0.61486 1.16458  0.07
H 1.54817 -1.40602 0.40043  0.08
H 0.58029 0.48875 -1.88041  0.08
H 0.80395 1.58203 -0.36058  0.09
H -0.49158 -0.49681 1.01706  0.04
H -0.68582 -1.35032 -0.67816  0.05
H -2.43911 0.23449 -1.56989  0.09
H -1.94247 1.68383 -0.34957  0.10
H -4.22445 -0.34860 0.01019  0.10
H -2.77368 -1.15400 0.94572  0.11

Calculated values
- Total charge: -1
- Frontier orbital gap: 7.726 eV
- LUMO: 2.815 eV

Entry 10:
Below is an isolated molecule of C5H12BNO3, with properties calculated with ωB97M-V/def2-TZVPD.

Each line ends with the Löwdin charge.
Geometry (Å):
B 0.32243 -1.74743 -0.87911  -0.49
C 0.52002 -0.06815 0.95053  -0.34
C -2.22293 -0.92290 -0.35862  -0.08
C 1.99491 2.12603 0.47105  -0.04
C -1.26437 -1.71855 -1.22963  -0.12
C 0.64465 1.33822 0.42860  -0.16
N 0.30411 -0.32796 2.21871  -0.11
O 0.95050 -1.03482 0.16759  0.18
O 1.14370 -2.74613 -1.33749  0.21
O 0.29889 -1.39990 2.90360  -0.12
H -3.07366 -0.86929 -0.98501  0.07
H -2.32866 -1.49759 0.55538  0.10
H -1.88746 -0.04675 -0.04432  0.00
H 1.84493 3.17706 0.60020  0.07
H 2.48934 1.90876 -0.48538  0.09
H 2.47101 1.70009 1.29042  0.05
H -1.53658 -2.82089 -1.22894  0.13
H -1.21815 -1.51662 -2.30226  0.10
H 0.27093 1.39753 -0.54210  0.08
H -0.30378 1.77299 0.89492  0.14
H 0.06276 0.57870 2.85699  0.23
H 1.86463 -2.89310 -0.83004  0.05

Calculated values
- ΔE to the lowest compared entry with this formula, charge and spin: 2.9338 eV
- Frontier orbital gap: 8.712 eV
- LUMO: 0.502 eV

Entry 11:
Below is a structure of composition C5H12CaO3, with properties calculated with ωB97M-V/def2-TZVPD.

Each line ends with the Mulliken spin population.
Geometry (Å):
C 1.55559 -2.67475 -0.36637  0.01
C 1.60200 -1.18684 -0.54564  0.00
O 2.32847 -0.51958 0.46993  -0.25
Ca 4.43714 0.19444 0.50169  1.19
H 1.84205 -2.95400 0.65617  0.00
H 2.22516 -3.15557 -1.09029  0.01
H 0.53117 -3.02288 -0.54590  0.00
H 2.01528 -0.83907 -1.50441  0.00
O 0.20613 -0.58067 -0.24171  0.02
H 1.47863 -0.04982 0.99898  0.02
C -3.12550 1.40917 1.05586  0.00
O -2.15512 0.68332 0.34426  0.00
C -1.03935 1.45537 -0.01556  0.00
C -0.10927 0.64621 -0.88281  -0.01
H -3.94391 0.72244 1.30103  0.00
H -2.70859 1.82125 1.99090  0.00
H -3.52332 2.24301 0.45161  0.00
H -0.50229 1.80376 0.88616  0.00
H -1.35441 2.35004 -0.58386  0.00
H 0.82674 1.21033 -1.02490  0.01
H -0.58659 0.44385 -1.85514  0.00

Calculated values
- Multiplicity: 2
- ΔE to the lowest compared entry with this formula, charge and spin: 0.7594 eV
- Total charge: +1
- Frontier orbital gap (alpha / beta): 6.436 / 8.484 eV
- ⟨S²⟩: 0.75
- LUMO (alpha / beta): -3.540 / -4.128 eV

Entry 12:
Below is a cluster of 2 separate species, C5H12Cl2OSi2 in total, with properties calculated with ωB97M-V/def2-TZVPD.

Each line ends with the Löwdin charge.
Geometry (Å):
C 0.71669 -0.10363 -1.23569  -0.27
C -3.30556 -0.63386 -1.33494  -0.24
C -2.76194 0.46030 1.58521  -0.25
C 3.70910 -0.04382 0.11690  -0.17
C 2.91180 2.45434 -1.33751  -0.23
O 0.73174 -0.76024 -2.20882  0.00
Si -2.51033 0.73300 -0.22648  0.22
Si 2.17592 0.96391 -0.40720  0.11
Cl -3.06608 2.57099 -0.81603  0.28
Cl 1.14207 1.64499 1.12461  0.40
H -4.24722 -0.22412 -1.70150  0.02
H -2.56724 -0.89135 -2.10806  0.01
H -3.35270 -1.53446 -0.79879  -0.01
H -3.59095 0.80109 2.09691  0.01
H -2.60148 -0.52255 1.85069  0.00
H -1.88094 0.86640 1.99911  -0.01
H 3.91727 -0.00162 1.14437  0.02
H 3.74580 -1.02966 -0.14940  0.00
H 4.51484 0.42189 -0.33191  0.00
H 3.60885 2.28373 -2.18771  0.04
H 2.15944 3.30860 -1.58206  0.06
H 3.51380 3.04069 -0.64856  0.02

Calculated values
- Frontier orbital gap (alpha / beta): 7.007 / 7.332 eV
- LUMO (alpha / beta): 0.191 / 0.011 eV

| no. | strongest force on any atom (eV/A) | energy (Eh) |
| --- | --- | --- |
| 1 | 2.77 | -422.79735 |
| 2 | 3.58 | -839.34610 |
| 3 | 5.01 | -538.32977 |
| 4 | 4.63 | -538.30379 |
| 5 | 3.95 | -1334.69243 |
| 6 | 5.48 | -197.62195 |
| 7 | 11.54 | -558.06609 |
| 8 | 4.87 | -908.51772 |
| 9 | 2.74 | -620.06216 |
| 10 | 5.31 | -503.00665 |
| 11 | 3.59 | -1100.71579 |
| 12 | 2.82 | -1772.31651 |